{
  "formula": "C2H4Br2N",
  "method": "ωB97M-V/def2-TZVPD",
  "total_charge": 1,
  "e_lumo_ev": -5.722,
  "relative_energy_kcal_mol": 63.43,
  "elements": ["Br", "Br", "N", "C", "C", "H", "H", "H", "H"],
  "xyz": [[2.600, 1.814, -0.866], [1.592, -0.280, -2.719], [-0.630, -0.550, 0.101], [1.254, 0.719, -1.211], [-0.816, 0.752, 0.140], [-1.608, 1.202, -0.517], [-0.993, -0.976, -0.705], [-0.337, 1.348, 0.979], [0.015, -1.067, 0.632]]
}

=====

{
  "formula": "C2H4Br2N2O",
  "method": "ωB97M-V/def2-TZVPD",
  "total_charge": 0,
  "e_lumo_ev": -0.331,
  "relative_energy_kcal_mol": 19.75,
  "elements": ["Br", "Br", "O", "N", "N", "C", "C", "H", "H", "H", "H"],
  "xyz": [[1.972, 2.417, 0.804], [2.933, -0.151, -0.753], [-0.403, 1.328, -1.005], [-0.688, -0.548, 0.214], [-1.778, -1.068, -0.550], [0.024, 0.491, -0.206], [1.384, 0.614, 0.485], [-2.485, -1.356, 0.146], [1.648, -0.044, 1.278], [-2.211, -0.436, -1.279], [-0.396, -1.247, 0.865]]
}

=====

{
  "formula": "C2H4Br2O2",
  "method": "ωB97M-V/def2-TZVPD",
  "smiles": "O[C@@H](Br)[C@@H](O)Br",
  "total_charge": 0,
  "e_lumo_ev": -0.423,
  "relative_energy_kcal_mol": 28.81,
  "elements": ["Br", "Br", "O", "O", "C", "C", "H", "H", "H", "H"],
  "xyz": [[-1.132, -1.716, 1.256], [2.617, 0.468, -1.292], [-0.926, 0.951, 0.203], [0.016, -0.602, -1.795], [-0.145, -0.100, 0.579], [0.678, -0.613, -0.666], [0.998, -1.684, -0.582], [0.696, 0.155, 1.357], [-1.563, 1.397, 0.772], [-0.207, 0.358, -1.773]]
}

=====

{
  "formula": "C2H4Br3NO2",
  "method": "ωB97M-V/def2-TZVPD",
  "total_charge": 0,
  "e_lumo_ev": -0.784,
  "relative_energy_kcal_mol": 154.92,
  "elements": ["Br", "Br", "Br", "O", "O", "N", "C", "C", "H", "H", "H", "H"],
  "xyz": [[-2.800, 17.055, 10.982], [-3.674, 14.480, 12.894], [-0.554, 14.672, 11.932], [-5.089, 15.969, 8.889], [-4.414, 17.169, 10.618], [-4.606, 17.029, 9.411], [-4.080, 18.154, 8.547], [-2.157, 15.717, 12.434], [-1.865, 16.421, 13.214], [-3.005, 18.144, 8.725], [-4.166, 17.733, 7.545], [-4.609, 19.104, 8.622]]
}

=====

{
  "formula": "C2H4BrCl",
  "method": "ωB97M-V/def2-TZVPD",
  "smiles": "ClBr.C=C",
  "total_charge": 0,
  "e_lumo_ev": -1.239,
  "relative_energy_kcal_mol": 44.39,
  "elements": ["Br", "Cl", "C", "C", "H", "H", "H", "H"],
  "xyz": [[3.105, -2.420, -3.256], [1.440, -2.106, -1.962], [-0.434, 1.237, 1.183], [-1.026, 0.232, 0.510], [0.342, 1.142, 1.968], [-0.725, -0.787, 0.460], [-1.927, 0.472, -0.019], [-0.775, 2.230, 1.116]]
}

=====

{
  "formula": "C2H4BrCl2Cu",
  "method": "ωB97M-V/def2-TZVPD",
  "total_charge": 0,
  "e_lumo_ev": -2.639,
  "relative_energy_kcal_mol": 14.50,
  "elements": ["Br", "Cu", "Cl", "Cl", "C", "C", "H", "H", "H", "H"],
  "xyz": [[-2.737, 0.277, -0.617], [-5.065, 1.837, 0.105], [2.038, -1.394, 1.355], [2.297, -0.154, -1.622], [0.654, -0.757, 0.565], [1.045, 0.361, -0.381], [1.515, 1.200, 0.131], [0.183, -1.578, 0.024], [0.124, 0.645, -0.891], [-0.053, -0.438, 1.331]]
}

=====

{
  "formula": "C2H4BrCl2OP",
  "method": "ωB97M-V/def2-TZVPD",
  "total_charge": 0,
  "e_lumo_ev": [-3.245, -3.246],
  "relative_energy_kcal_mol": 78.61,
  "elements": ["Br", "Cl", "Cl", "P", "O", "C", "C", "H", "H", "H", "H"],
  "xyz": [[-2.155, -0.897, -1.410], [-0.352, 3.254, -0.280], [-4.481, 2.095, -0.617], [-1.250, 1.810, -1.253], [-0.810, 1.802, -2.675], [0.305, -0.082, -0.069], [-1.169, 0.297, -0.326], [0.939, 0.243, -0.905], [0.682, -1.092, -0.098], [0.628, 0.638, 0.688], [-1.864, 0.313, 0.574]]
}

=====

{
  "formula": "C2H4BrCl2OP",
  "method": "ωB97M-V/def2-TZVPD",
  "smiles": "OC[C@H](Br)P(Cl)Cl",
  "total_charge": 0,
  "e_lumo_ev": 0.449,
  "relative_energy_kcal_mol": 32.45,
  "elements": ["Br", "Cl", "Cl", "P", "O", "C", "C", "H", "H", "H", "H"],
  "xyz": [[-0.154, 1.640, 1.715], [-0.991, -1.633, 2.510], [-0.130, -2.841, -0.240], [0.298, -1.326, 1.014], [1.477, 0.289, -1.137], [0.105, 0.659, -0.995], [-0.550, 0.257, 0.365], [0.056, 1.801, -1.249], [-1.716, 0.186, 0.379], [-0.486, 0.088, -1.846], [2.091, 0.879, -0.516]]
}

=====

{
  "formula": "C2H4BrFN2O3PdS",
  "method": "ωB97M-V/def2-TZVPD",
  "total_charge": 2,
  "e_lumo_ev": -14.469,
  "relative_energy_kcal_mol": 0.00,
  "elements": ["Pd", "Br", "S", "F", "O", "O", "O", "N", "N", "C", "C", "H", "H", "H", "H"],
  "xyz": [[0.775, 0.906, -2.439], [-2.836, -0.713, 1.492], [1.766, 0.418, 0.566], [1.649, 1.620, 1.445], [2.788, -0.457, 0.906], [1.821, 0.980, -0.816], [-2.708, -0.026, -1.130], [0.243, -0.252, 0.699], [0.362, -1.557, 0.208], [-0.716, 0.591, 0.013], [-2.129, -0.023, -0.110], [-0.781, 1.552, 0.512], [0.591, -1.654, -0.781], [-0.403, 0.744, -1.064], [-0.422, -2.130, 0.498]]
}

=====

{
  "formula": "C2H4BrFO",
  "method": "ωB97M-V/def2-TZVPD",
  "total_charge": 0,
  "e_lumo_ev": [0.495, -0.905],
  "spin_multiplicity": 3,
  "s_squared": 2.016,
  "relative_energy_kcal_mol": 51.09,
  "elements": ["Br", "F", "O", "C", "C", "H", "H", "H", "H"],
  "xyz": [[2.703, -0.402, -0.098], [3.323, 2.201, -1.196], [0.416, -2.107, -0.020], [0.871, -1.180, 0.812], [3.556, 1.366, -0.124], [3.236, 1.835, 0.883], [0.292, -0.221, 0.902], [1.548, -1.520, 1.692], [1.054, -2.806, -0.045]]
}

=====

{
  "formula": "C2H4BrN",
  "method": "ωB97M-V/def2-TZVPD",
  "total_charge": 0,
  "e_lumo_ev": 0.441,
  "relative_energy_kcal_mol": 44.43,
  "elements": ["Br", "N", "C", "C", "H", "H", "H", "H"],
  "xyz": [[-0.678, 1.428, 1.829], [-0.929, 0.778, -1.131], [0.810, -0.937, 0.221], [-0.426, 0.618, -0.020], [-1.608, 1.467, -1.401], [0.639, -1.378, 1.153], [0.478, -1.671, -0.595], [1.716, -0.305, -0.055]]
}

=====

{
  "formula": "C2H4BrN",
  "method": "ωB97M-V/def2-TZVPD",
  "total_charge": 0,
  "e_lumo_ev": -0.469,
  "relative_energy_kcal_mol": 101.58,
  "elements": ["Br", "N", "C", "C", "H", "H", "H", "H"],
  "xyz": [[-1.690, -2.189, 1.337], [-0.905, -1.199, -0.001], [-0.268, -0.157, 0.172], [0.566, 0.649, -0.682], [1.629, 0.589, -0.254], [-0.280, 0.268, 2.095], [0.520, 0.352, -1.772], [0.427, 1.687, -0.894]]
}

=====

{
  "formula": "C2H4BrN2",
  "method": "ωB97M-V/def2-TZVPD",
  "smiles": "C=NC(=[NH2+])Br",
  "total_charge": 1,
  "e_lumo_ev": -5.618,
  "relative_energy_kcal_mol": 3.77,
  "elements": ["Br", "N", "N", "C", "C", "H", "H", "H", "H"],
  "xyz": [[-2.400, -0.068, -0.231], [0.334, -0.568, -0.287], [-0.352, 1.686, 0.034], [-0.529, 0.373, -0.176], [0.966, -1.644, -0.022], [-1.059, 2.285, 0.254], [1.587, -2.091, -0.807], [0.871, -1.973, 1.052], [0.581, 1.999, 0.183]]
}

=====

{
  "formula": "C2H4BrNO",
  "method": "ωB97M-V/def2-TZVPD",
  "total_charge": 0,
  "e_lumo_ev": 0.431,
  "relative_energy_kcal_mol": 82.55,
  "elements": ["Br", "O", "N", "C", "C", "H", "H", "H", "H"],
  "xyz": [[-1.578, 0.230, 2.193], [-0.072, -0.278, -0.651], [1.201, -0.292, 2.790], [0.319, -1.373, -0.862], [0.121, -0.088, 2.496], [0.256, -1.796, -1.988], [0.748, -2.068, 0.020], [-0.822, 3.006, -2.122], [-0.172, 2.658, -1.876]]
}

=====

{
  "formula": "C2H4BrNO2",
  "method": "ωB97M-V/def2-TZVPD",
  "total_charge": 0,
  "e_lumo_ev": 0.279,
  "relative_energy_kcal_mol": 39.79,
  "elements": ["Br", "O", "O", "N", "C", "C", "H", "H", "H", "H"],
  "xyz": [[0.501, -1.134, -1.745], [-0.511, 1.765, -0.882], [1.156, 1.434, 0.527], [0.483, -1.066, 1.016], [-0.036, -0.436, -0.068], [0.263, 1.049, -0.149], [-1.237, 1.252, -1.288], [0.500, -2.093, 1.200], [0.450, -0.412, 1.766], [-1.568, -0.360, -0.377]]
}

=====

{
  "formula": "C2H4BrNO3",
  "method": "ωB97M-V/def2-TZVPD",
  "smiles": "O=[N+]([O-])O.C=CBr",
  "total_charge": 0,
  "e_lumo_ev": 0.570,
  "relative_energy_kcal_mol": 56.18,
  "elements": ["Br", "O", "O", "O", "N", "C", "C", "H", "H", "H", "H"],
  "xyz": [[-1.349, -1.383, 0.210], [1.382, 1.180, -2.833], [-0.235, -0.138, -2.490], [1.365, -0.099, -1.061], [0.942, 0.347, -2.096], [-0.436, 0.598, 1.960], [-0.438, -0.701, 1.651], [-0.742, -0.646, -1.685], [-0.920, 1.347, 1.358], [0.207, -1.485, 2.184], [0.224, 0.980, 2.802]]
}

=====

{
  "formula": "C2H4BrNO3",
  "method": "ωB97M-V/def2-TZVPD",
  "smiles": "C[C@@H](Br)O[N+](=O)[O-]",
  "total_charge": 0,
  "e_lumo_ev": 0.266,
  "relative_energy_kcal_mol": 40.77,
  "elements": ["Br", "O", "O", "O", "N", "C", "C", "H", "H", "H", "H"],
  "xyz": [[-1.055, -1.891, 0.359], [0.647, 0.129, -0.772], [1.870, -1.526, 0.140], [2.551, -0.473, -1.628], [1.793, -0.738, -0.723], [-0.237, -0.095, 0.389], [-1.279, 0.949, 0.256], [-1.438, 1.078, -0.767], [-2.183, 0.715, 0.797], [0.223, 0.047, 1.378], [-0.892, 1.804, 0.572]]
}

=====

{
  "formula": "C2H4Cl2O",
  "method": "ωB97M-V/def2-TZVPD",
  "smiles": "Cl/C=C/Cl.O",
  "total_charge": 0,
  "e_lumo_ev": 0.809,
  "relative_energy_kcal_mol": 23.69,
  "elements": ["Cl", "Cl", "O", "C", "C", "H", "H", "H", "H"],
  "xyz": [[1.215, -0.791, -0.831], [-0.655, 2.955, -0.283], [-0.718, -2.369, 1.314], [0.013, 0.386, -0.757], [0.364, 1.599, -0.429], [1.412, 1.941, -0.315], [-0.384, -1.957, 0.396], [-0.225, -1.899, 1.924], [-1.021, 0.136, -1.020]]
}

=====

{
  "formula": "C2H4Cl2O3S2",
  "method": "ωB97M-V/def2-TZVPD",
  "total_charge": 0,
  "e_lumo_ev": [-0.284, -2.517],
  "spin_multiplicity": 3,
  "s_squared": 2.005,
  "elements": ["Cl", "Cl", "S", "S", "O", "O", "O", "C", "C", "H", "H", "H", "H"],
  "xyz": [[1.976, 1.570, -0.351], [-0.867, -2.989, 0.302], [-1.740, -1.215, 0.083], [0.240, 0.056, -1.669], [1.003, -0.665, 0.687], [1.201, -1.051, -1.848], [-1.306, -0.731, -1.345], [-0.437, 1.288, 0.932], [0.557, 0.424, 0.176], [-1.340, 1.258, 0.334], [-0.096, 2.358, 0.925], [1.258, -1.188, -0.119], [-0.448, 0.886, 1.893]]
}

=====

{
  "formula": "C2H4Cl2OSi",
  "method": "ωB97M-V/def2-TZVPD",
  "total_charge": 0,
  "e_lumo_ev": 0.573,
  "relative_energy_kcal_mol": 114.08,
  "elements": ["Cl", "Cl", "Si", "O", "C", "C", "H", "H", "H", "H"],
  "xyz": [[-1.457, 1.416, -1.139], [-2.703, -1.229, 0.091], [-2.462, 0.704, 0.504], [1.391, -0.171, -0.715], [1.508, -0.830, 0.399], [2.690, -0.672, -0.466], [3.023, -1.515, -1.052], [3.468, 0.099, -0.128], [-3.636, 1.663, 0.660], [-1.821, 0.534, 1.848]]
}

=====

| no. | total energy (eV) |
| --- | --- |
| 1 | -143702.69556 |
| 2 | -147250.05845 |
| 3 | -146317.30689 |
| 4 | -217841.53342 |
| 5 | -84702.04472 |
| 6 | -141864.87236 |
| 7 | -108560.97664 |
| 8 | -108562.97825 |
| 9 | -98309.97303 |
| 10 | -76939.94593 |
| 11 | -73669.06550 |
| 12 | -73666.58742 |
| 13 | -75153.26927 |
| 14 | -75715.80320 |
| 15 | -77764.60234 |
| 16 | -79808.74553 |
| 17 | -79809.41376 |
| 18 | -29230.06689 |
| 19 | -54991.20541 |
| 20 | -37107.12714 |